Entry 1:
Entry from the Open Molecules 2025 dataset: a cluster of 14 separate species, C14H56N28O14 in total at a distorted geometry (ωB97M-V with the def2-TZVPD basis set).

## Properties
Multiplicity   1
Energy above the lowest of the compared OMol25 structures with the same formula, charge and spin   887.4 kJ/mol

Each line ends with the Mulliken charge.
Geometry (Å):
O: -29.840147 4.408877 4.951614  -0.837
O: -28.466148 0.528643 2.422105  -0.757
O: -23.360398 6.094586 13.854263  -0.689
O: -22.578217 0.402664 7.223416  -0.712
O: -28.613278 6.255266 9.626549  -0.492
O: -26.379794 5.791282 13.194420  -0.818
O: -29.266470 -1.106322 11.202243  -0.715
O: -25.672430 4.230194 9.661185  -0.258
O: -23.874992 7.958282 7.856282  -0.754
O: -30.905583 5.205402 12.808612  -0.730
O: -22.974450 1.352821 11.196175  -0.791
O: -20.325552 1.964364 3.942280  -0.665
O: -28.685952 0.719920 8.225197  -0.749
O: -26.411980 -2.162124 8.516471  -0.684
N: -21.965506 6.772774 12.281705  -0.331
N: -22.399076 3.330873 11.766006  -0.193
N: -29.820486 3.613050 13.970413  -0.338
N: -23.764624 6.136589 9.055813  -0.198
N: -27.925837 2.244458 3.650545  -0.213
N: -25.903676 2.097489 9.144226  0.425
N: -28.614349 -2.671811 8.627465  -0.246
N: -30.913836 0.852046 8.373464  -0.439
N: -27.960954 7.276315 11.466854  -0.157
N: -25.712780 6.882267 8.274464  -0.063
N: -25.765289 3.720754 13.145684  0.021
N: -30.006106 1.961387 3.299561  -0.268
N: -28.980584 4.310503 12.111289  -0.015
N: -28.308683 5.731979 5.979667  -0.232
N: -23.819702 -0.082966 9.091000  -0.143
N: -27.646080 3.374350 9.185193  0.758
N: -30.150625 5.224061 6.991660  -0.248
N: -21.935892 2.872540 5.255002  -0.301
N: -24.755674 -0.192316 7.108588  -0.138
N: -22.212778 2.822575 9.766942  -0.108
N: -26.564798 4.427572 14.892717  -0.268
N: -21.033725 4.192084 3.854266  -0.323
N: -30.004110 0.885533 6.402804  -0.289
N: -23.975577 6.087939 11.807253  0.135
N: -27.275418 -0.318536 11.018290  0.144
N: -27.884382 -0.743654 13.011037  -0.429
N: -29.308708 8.297097 10.073375  -0.435
N: -27.294306 -3.774501 7.316083  -0.462
C: -22.565621 2.451143 10.907057  0.668
C: -27.334144 -2.804349 8.187629  0.692
C: -28.650553 7.182432 10.368219  0.490
C: -29.757818 0.727994 7.709372  0.398
C: -21.036751 2.945930 4.249410  0.565
C: -23.115540 6.322032 12.704146  0.458
C: -26.354873 3.316978 9.281118  0.364
C: -28.225942 -0.792478 11.765755  0.735
C: -29.976171 4.417322 12.953796  0.512
C: -23.623222 0.005648 7.773896  0.424
C: -24.440355 7.089317 8.450103  0.354
C: -29.443617 5.040605 5.922308  0.534
C: -26.143843 4.791858 13.748379  0.428
C: -28.823895 1.503258 3.150590  0.487
H: -22.777654 6.102497 8.844090  0.198
H: -31.084738 4.841374 7.024639  0.195
H: -25.555888 -0.667964 7.500409  0.182
H: -29.856721 8.248404 9.226376  0.259
H: -28.983825 3.094819 14.197399  0.169
H: -28.095928 3.841888 12.245046  0.059
H: -26.354049 3.555982 15.357499  0.149
H: -27.407519 -0.102721 10.040499  -0.232
H: -24.866746 5.863598 12.226300  -0.281
H: -21.280764 6.981556 12.994191  0.250
H: -23.142607 0.158454 9.800478  0.273
H: -26.438977 -0.055912 11.519787  0.114
H: -27.778928 8.220755 11.775064  0.235
H: -28.018740 4.312979 9.199129  -0.056
H: -27.465367 6.504001 11.888777  0.092
H: -30.514007 3.645382 14.703956  0.242
H: -22.410787 3.127038 12.755157  0.212
H: -28.651644 -0.785700 13.666515  0.246
H: -24.689295 -0.238364 6.101822  0.225
H: -30.909311 0.864529 5.955297  0.145
H: -29.180014 9.185345 10.536571  0.144
H: -26.965475 5.147883 15.476427  0.291
H: -24.187264 5.311146 9.455969  0.375
H: -30.678414 0.767094 9.351960  0.285
H: -31.819212 0.739372 7.940212  0.180
H: -29.625929 5.511626 7.805346  0.110
H: -26.386082 -3.756203 6.874618  0.246
H: -30.263107 2.808094 3.786523  0.310
H: -26.144590 6.102561 8.749553  -0.037
H: -22.677825 3.496759 5.537821  0.207
H: -28.829478 -1.859215 9.187384  0.032
H: -23.689024 6.304051 10.863179  0.258
H: -26.934943 2.079197 3.755053  0.204
H: -29.180084 0.664456 5.862249  0.132
H: -21.633911 6.558957 11.351963  0.150
H: -22.041590 1.902419 5.515392  0.149
H: -26.541256 1.368088 8.858617  -0.421
H: -21.632915 4.769539 4.426648  0.162
H: -28.425828 2.899626 4.234381  0.177
H: -25.283997 3.976040 12.295225  -0.175
H: -22.601810 2.170121 9.101318  -0.086
H: -24.909505 1.978211 9.276507  -0.268
H: -25.499551 3.031960 13.834922  0.216
H: -29.026832 5.042655 11.417092  -0.062
H: -27.854866 6.228225 6.733250  0.191
H: -24.527682 -0.769475 9.309060  0.109
H: -22.254748 4.271735 11.428293  -0.009
H: -21.386269 3.388091 9.635893  0.295
H: -28.092463 2.522806 8.875798  -0.263
H: -26.274479 7.554354 7.771571  0.228
H: -26.966868 -0.546687 13.384497  0.167
H: -27.971285 -4.488416 7.087767  0.149
H: -30.775077 1.394972 2.971007  0.189
H: -29.361003 -3.288316 8.340169  0.169
H: -27.724464 5.772933 5.156815  0.204
H: -20.421674 4.604619 3.164836  0.212

Cartesian forces, eV/Å:
O 0.2 -0.5 -0.9
O -1.6 0.4 1.2
O -0.1 -0.3 3.9
O -0.7 -0.1 0.6
O -0.6 -4.2 -2.8
O -0.6 5.8 -2.1
O -1.7 -0.7 1.2
O 2.2 3.1 0.8
O 1.7 2.9 -0.9
O -0.2 -0.2 0.0
O -1.4 -3.0 0.6
O -1.2 2.1 -0.1
O 3.3 -0.5 1.4
O 3.8 3.1 1.3
N 4.2 1.4 -0.8
N 1.2 5.9 6.1
N -0.9 -2.4 4.2
N 2.3 -2.2 1.9
N 2.9 4.2 3.7
N 1.8 -1.9 -0.4
N -0.6 1.2 1.1
N 0.1 -0.3 2.2
N 1.4 0.6 2.4
N -4.0 -0.8 0.4
N 2.4 -3.2 -3.2
N -6.2 0.4 0.3
N 1.8 0.9 -3.2
N 3.5 0.9 -1.6
N -0.3 -1.0 1.1
N -2.8 1.0 -0.7
N -2.0 -0.1 2.9
N -1.0 -2.7 1.7
N -1.5 -0.5 -2.4
N 0.9 0.9 -7.5
N -2.6 0.9 7.4
N 0.6 3.2 -1.9
N 2.0 -0.6 -2.1
N -2.4 -0.8 -3.2
N 3.6 1.3 -1.8
N -1.1 -0.8 5.5
N -1.7 1.7 -1.4
N 2.5 -2.4 -3.0
C -0.9 -3.9 2.2
C -5.8 -1.6 0.4
C 0.7 2.6 0.8
C -4.0 1.6 -1.9
C 1.2 -2.8 0.8
C 0.4 -0.3 2.0
C -0.4 -1.5 1.0
C -1.2 0.5 -3.9
C -0.8 1.6 -0.2
C 1.9 1.4 -0.8
C 0.7 0.1 -2.2
C -0.1 0.1 -1.3
C -1.0 -2.2 0.0
C 3.3 -5.6 -5.3
H -0.3 0.1 -0.1
H 0.4 -0.1 0.4
H 0.2 -0.1 0.2
H 0.1 0.4 0.2
H -0.2 0.3 -0.5
H -0.3 0.0 0.1
H 0.1 0.4 -0.2
H 0.0 -0.4 0.3
H -0.6 0.3 -1.0
H 0.0 -0.2 -0.3
H 0.2 -0.1 0.0
H 0.2 0.4 -1.0
H 0.1 -0.5 0.6
H -0.7 -0.3 0.1
H 0.3 0.2 -0.1
H 0.1 0.0 -0.2
H -0.1 0.2 -0.3
H 0.3 -0.3 0.1
H 0.1 0.0 0.2
H 0.4 -0.1 0.3
H -0.2 -0.4 -0.1
H 0.1 -0.2 0.1
H -0.3 -0.3 -0.5
H -1.3 -0.1 0.4
H 0.3 -0.1 0.6
H -0.8 0.2 0.5
H -0.2 -0.9 -0.3
H 0.4 0.1 0.1
H -0.3 0.0 0.0
H 0.3 0.0 -0.5
H -0.3 -0.3 0.4
H -1.3 0.1 -0.1
H -0.6 -0.3 -0.3
H -0.4 0.2 -0.7
H 0.0 0.4 0.2
H -0.4 0.0 0.7
H 0.7 -0.1 -0.2
H 0.5 0.5 -0.7
H 1.4 0.9 0.6
H 0.6 -1.3 -0.3
H 1.2 0.3 -1.2
H -0.4 -0.7 -0.1
H 0.9 -0.6 -1.4
H 0.4 -0.5 -0.3
H -0.9 -0.4 0.4
H 0.0 0.2 0.6
H -0.1 -0.1 0.8
H -0.4 -0.3 -0.5
H -0.8 0.5 -0.1
H 0.4 0.0 0.4
H -0.4 0.0 -0.4
H 0.2 0.6 0.2
H 0.3 0.1 -0.2
H 0.3 0.4 0.0
H -0.3 -0.4 0.0
H -0.1 -0.3 0.3

Entry 2:
Entry from the Open Molecules 2025 dataset: a cluster of 3 separate species, C12H31N2O2S in total at a distorted geometry (ωB97M-V with the def2-TZVPD basis set).

## Properties
Multiplicity   1
Total charge   -1

Each line ends with the Mulliken charge.
Geometry (Å):
S: -0.732158 3.628511 -0.884031  -0.319
O: 0.953078 -4.764308 1.085455  -0.487
O: 4.981562 2.445681 -0.201699  -0.471
N: -4.811334 1.937120 -0.295938  -0.301
N: -1.623969 0.112411 -0.514155  0.227
C: 5.908597 3.224961 1.920897  -0.988
C: -5.498286 0.670184 -0.449095  -0.891
C: -1.475820 -2.237793 0.219978  -1.142
C: 0.095021 2.742012 0.452511  -0.279
C: -1.740038 2.231638 -1.777474  -1.315
C: 1.570556 -5.334588 -0.056119  -0.304
C: -2.502249 1.211083 -1.037236  -0.091
C: 5.521954 2.046908 1.046116  -0.267
C: 1.461694 2.139505 0.124197  -0.922
C: -3.386061 1.757537 0.059342  -0.791
C: 0.568128 -5.956988 -1.009899  -0.949
C: -2.304501 -1.172018 -0.481422  -0.359
H: 5.641219 2.950690 -0.683618  0.273
H: 2.062166 1.997735 1.031878  0.222
H: -1.273952 -1.957454 1.259372  0.255
H: -0.169459 -5.214264 -1.313806  0.238
H: 0.042727 -6.788358 -0.532293  0.315
H: -5.249190 2.474373 0.440740  0.268
H: -5.440825 0.027835 0.451826  0.261
H: -0.894029 0.024260 -1.213744  0.175
H: 6.276494 2.884954 2.890651  0.321
H: 6.379416 1.376630 0.908280  0.284
H: -6.555432 0.841969 -0.686485  0.339
H: -0.595802 1.962030 0.783806  0.120
H: 0.175102 3.474641 1.266505  0.425
H: 6.699369 3.815945 1.450989  0.311
H: 5.045715 3.871594 2.080525  0.270
H: -0.501619 -2.360614 -0.267913  0.216
H: -1.984427 -3.208915 0.205753  0.407
H: -5.030182 0.126082 -1.274957  0.293
H: -3.056528 2.761016 0.399496  0.356
H: -3.257205 -1.021756 0.038434  -0.026
H: 1.066466 -6.343944 -1.900541  0.330
H: 0.472107 -5.451368 1.553210  0.282
H: 2.031766 2.781434 -0.552991  0.303
H: -3.308702 1.085982 0.941891  0.237
H: 1.327281 1.163083 -0.347521  0.172
H: -1.036447 1.775617 -2.486265  0.411
H: 4.728952 1.467789 1.519681  0.283
H: -2.588338 -1.504634 -1.503311  0.335
H: 2.332674 -6.069286 0.232489  0.308
H: 2.084787 -4.503547 -0.539687  0.271
H: -2.410276 2.878624 -2.353822  0.395

Cartesian forces, eV/Å:
S 0.2 0.2 0.0
O 0.1 0.0 0.1
O 0.0 0.0 -0.1
N 0.1 -0.1 -0.2
N -0.1 0.1 -0.1
C 0.0 0.0 0.0
C -0.1 0.0 -0.1
C 0.1 0.0 0.0
C -0.1 0.1 0.4
C -0.6 -0.6 -0.6
C 0.0 0.1 -0.1
C 0.1 0.3 0.3
C -0.1 0.0 0.1
C -0.1 0.1 -0.1
C 0.2 0.0 0.1
C 0.0 0.0 0.0
C -0.2 0.1 -0.2
H 0.1 0.1 0.0
H -0.1 -0.1 -0.1
H -0.1 0.0 -0.1
H 0.0 0.0 0.0
H 0.0 0.0 0.0
H -0.1 0.0 0.1
H 0.0 0.0 -0.1
H 0.2 0.0 0.1
H 0.0 0.0 0.0
H 0.0 0.0 0.0
H 0.1 -0.1 0.0
H 0.1 0.0 0.0
H 0.1 -0.1 -0.1
H 0.0 0.0 0.0
H 0.0 0.0 0.0
H -0.1 0.0 0.0
H 0.1 0.1 0.0
H 0.0 0.0 0.1
H 0.0 -0.1 -0.1
H 0.1 -0.1 0.0
H 0.0 0.0 0.0
H -0.1 0.0 0.0
H -0.1 -0.1 0.1
H 0.0 0.1 -0.1
H 0.1 0.1 0.0
H -0.1 0.1 0.1
H 0.0 0.0 0.0
H 0.1 0.0 0.1
H 0.0 0.0 0.0
H 0.0 0.0 0.0
H 0.1 0.0 0.1

HOMO, record by record: -9.0, -1.1 eV
Energy, record by record: -3153.94855, -1133.89929 a.u.
Frontier orbital gap, record by record: 8.6568, 3.7629 eV